(1)
Below is a cluster of 12 separate species, H24O12 in total in a non-equilibrium geometry, with properties calculated with wB97M-V/def2-TZVPD.

* ΔE to the lowest compared entry with this formula, charge and spin: 61.7 kcal per mole
* highest occupied orbital energy: -10.7 eV
* charge: 0
* E_tot: -24959.01691 eV
* LUMO energy: -0.6 eV

```
36
Properties=species:S:1:pos:R:3:nbo_charge:R:1
H 0.756 -1.615 -0.921 0.4794
H -1.465 -0.293 1.586 0.4858
H 3.448 0.441 0.253 0.4688
H -2.423 0.744 2.080 0.4458
H -4.696 -1.439 0.230 0.4692
H -3.801 -0.253 -0.199 0.4888
H -0.700 2.852 0.849 0.4631
H 0.584 0.338 0.182 0.4990
O 1.622 -0.542 2.492 -0.9449
H 2.413 1.773 1.444 0.4837
H 0.475 3.638 0.582 0.4641
O -4.723 -0.602 -0.201 -0.9635
H -2.431 1.860 -0.859 0.4915
O -1.683 -1.641 -2.599 -0.9367
O 1.271 0.649 -2.459 -0.9514
H -2.346 -1.653 -3.278 0.4735
H 1.313 -0.151 -1.947 0.4850
H 2.239 -0.091 3.056 0.4651
O -0.172 -0.199 0.207 -1.0088
O -2.277 0.895 -1.050 -0.9503
O -0.174 3.139 0.152 -0.9263
H 1.195 1.285 -1.732 0.4479
H 2.507 2.312 0.065 0.4794
H 4.576 -0.286 0.896 0.4534
H 0.162 -1.885 1.015 0.4697
H 2.022 -1.280 2.084 0.4820
O 1.615 -1.774 -1.223 -0.9566
O 2.158 1.603 0.543 -0.9358
O -0.093 -2.752 1.241 -0.9498
H -1.254 -0.795 -2.631 0.4646
O -2.275 -0.184 2.119 -0.9457
H 2.126 -2.181 -0.509 0.4901
H -2.241 0.898 -2.000 0.4900
O 4.030 -0.246 0.108 -0.9445
H -0.855 -2.857 0.605 0.4712
H -0.887 0.287 -0.189 0.5032
```


(2)
Below is a cluster of 12 separate species, H24O12 in total in a non-equilibrium geometry, with properties calculated with wB97M-V/def2-TZVPD.

* ΔE to the lowest compared entry with this formula, charge and spin: 202.8 kcal per mole
* highest occupied orbital energy: -7.4 eV
* charge: 0
* E_tot: -24952.89832 eV
* LUMO energy: -0.3 eV

```
36
Properties=species:S:1:pos:R:3:nbo_charge:R:1
O 4.922 -0.292 -2.826 -0.9183
H 0.188 -3.585 0.131 0.4685
H -2.617 0.709 -2.375 0.4738
O 1.053 0.878 0.425 -0.9638
H -2.407 -1.758 -1.550 0.4633
O 1.008 -3.454 -0.391 -0.9289
O 1.507 1.764 1.986 -0.9198
O 0.757 -0.790 3.820 -0.9528
H -1.500 0.184 0.822 0.4442
H 1.402 0.899 2.186 0.4399
H -3.403 -2.108 0.550 0.4911
H 5.266 -1.179 -3.139 0.4620
H 1.731 -3.486 0.181 0.4612
O -1.085 4.406 -0.581 -0.9338
H -4.750 0.025 -0.385 0.4679
O 4.691 0.738 -0.351 -0.9011
O -1.906 -2.372 -1.151 -0.9400
H 2.242 1.697 1.357 0.4770
O -4.564 0.724 -1.015 -0.9355
O -2.998 -1.274 0.659 -0.9704
H 0.599 1.297 -0.252 0.4858
H -3.563 0.570 -1.066 0.4658
H -1.111 0.689 -2.748 0.4879
H 0.419 0.354 0.928 0.4707
H -1.782 -2.133 -0.219 0.4732
H 1.354 -1.528 4.110 0.4710
H 1.126 -0.077 4.451 0.4824
H -3.069 -1.075 1.663 0.4943
H -0.619 5.233 -0.609 0.4647
H -1.567 4.456 0.293 0.4698
O -1.717 0.489 -2.088 -0.9489
H 4.168 -0.565 -2.267 0.4571
H 4.450 0.880 0.522 0.4516
H -1.403 -0.465 -0.568 0.4886
O -1.169 0.319 -0.082 -0.9472
H 4.349 -0.171 -0.418 0.4489
```